1.
18
Properties=species:S:1:pos:R:3:forces:R:3 method="wB97M-V/def2-TZVPD" s_squared=2.01 total_charge=+1 orbital_gap_ev="6.75 / 7.89" lumo_energy_ha="-0.1583 / -0.2644" multiplicity=3
C 0.206 0.197 -1.867 0.94 -0.12 0.67
C -0.137 -1.029 0.460 0.15 1.74 -0.78
C 0.237 0.236 -0.304 -4.72 -0.53 -2.19
C 2.264 0.977 0.183 4.65 0.08 0.00
O -0.186 2.375 1.637 -3.47 -3.44 -0.84
P -0.628 1.777 0.232 0.19 0.51 1.72
Cl 2.428 2.605 -0.307 -0.15 0.42 0.29
Cl 2.480 0.595 1.829 -0.19 0.21 0.10
Cl 3.162 -0.068 -0.892 -0.37 -0.11 0.45
Cl -2.458 1.381 0.852 -0.46 -0.34 -0.61
Cl -0.673 3.445 -0.895 -0.18 -1.22 -0.23
H 1.081 0.767 -2.262 -0.85 -0.33 0.04
H -0.719 0.698 -2.171 0.10 -0.14 -0.41
H 0.237 -0.840 -2.299 -0.04 0.97 0.72
H -1.172 -1.236 0.554 -1.55 0.02 -0.82
H 0.069 -0.957 1.463 1.11 0.38 2.51
H 0.329 -1.901 0.112 0.86 -0.98 -0.94
H 0.517 2.916 1.738 3.97 2.87 0.31

2.
14
Properties=species:S:1:pos:R:3:forces:R:3 method="wB97M-V/def2-TZVPD" orbital_gap_ev="9.07 / 9.07" lumo_energy_ha="0.0175 / 0.0175" multiplicity=1
C 1.712 1.022 0.285 -0.40 -0.42 0.33
C 0.678 -1.207 -0.133 0.22 -1.65 0.87
C -0.722 1.194 -0.865 1.67 -1.59 1.58
C 0.620 0.123 0.487 -2.26 1.75 -2.18
N 2.502 1.819 0.072 0.81 0.62 -0.15
N -0.094 0.215 1.675 1.03 0.60 0.75
Cl -2.358 1.005 -0.217 0.83 0.75 0.20
H 0.896 -1.182 -1.182 0.06 0.15 -0.54
H -0.343 -1.623 0.030 0.91 -0.26 -0.19
H 1.492 -1.832 0.355 -1.17 0.44 -0.34
H -0.816 0.785 -1.836 0.53 -0.49 -0.92
H -0.051 2.046 -0.801 -1.29 0.78 0.20
H -1.080 0.074 1.405 0.30 0.47 1.07
H 0.182 1.077 2.205 -1.21 -1.15 -0.70

3.
14
Properties=species:S:1:pos:R:3:forces:R:3 method="wB97M-V/def2-TZVPD" orbital_gap_ev="7.09 / 8.77" lumo_energy_ha="-0.0003 / 0.0116" multiplicity=1
C -1.146 1.092 0.143 0.66 -1.90 -2.12
C -0.641 -1.308 0.486 4.06 1.36 -3.20
C 1.803 1.181 1.011 -0.64 0.84 -1.63
C -0.604 -0.064 -0.441 -0.38 -0.88 1.67
N -1.834 1.951 0.449 -0.95 2.07 1.11
N -0.352 -0.218 -1.770 0.02 1.22 -0.76
Cl 2.250 -0.461 1.004 0.51 0.02 0.60
H -1.526 -1.793 0.387 -2.65 -1.57 0.00
H -0.397 -0.947 1.422 -0.13 0.43 2.21
H 0.253 -1.963 0.229 -1.32 0.45 0.09
H 1.084 1.598 1.748 0.78 -0.63 -0.54
H 1.870 1.596 -0.039 -0.11 -0.18 1.65
H -0.260 -1.135 -2.116 0.20 -1.02 -0.17
H -0.499 0.472 -2.514 -0.07 -0.21 1.08

4.
14
Properties=species:S:1:pos:R:3:forces:R:3 method="wB97M-V/def2-TZVPD" s_squared=2.01 orbital_gap_ev="7.62 / 8.01" lumo_energy_ha="0.0331 / -0.0747" multiplicity=3
C 0.472 -0.534 -0.314 -0.90 0.75 1.12
C -1.130 -0.025 -0.432 3.56 -0.21 -0.95
C 0.655 -1.735 0.620 1.82 0.41 -4.46
C -1.240 1.399 -0.831 1.50 0.75 2.27
N 0.327 -0.943 -1.684 0.94 -0.18 -2.43
N -0.925 -0.831 -1.736 -1.28 -0.80 0.66
Cl -2.263 -0.577 0.717 -0.55 -0.41 0.34
H 1.285 0.302 -0.226 -1.65 -1.35 0.09
H 0.177 -2.613 0.280 -1.36 -0.56 -0.17
H 0.365 -1.322 1.458 -1.33 0.94 5.11
H 1.677 -2.033 0.584 1.08 0.16 0.43
H -0.632 2.051 -0.142 -0.43 -0.54 -0.95
H -2.198 1.759 -0.809 -2.75 0.71 0.61
H -1.037 1.482 -1.846 1.36 0.34 -1.66

5.
15
Properties=species:S:1:pos:R:3:forces:R:3 method="wB97M-V/def2-TZVPD" orbital_gap_ev=8.72 lumo_energy_ha=0.0162 multiplicity=1
C -1.416 -0.690 -0.551 -1.58 -1.02 -0.41
C -0.605 0.276 0.364 0.20 -1.02 0.34
C -1.041 0.843 1.526 1.21 0.20 0.31
C 1.385 1.102 -0.829 0.01 2.24 0.34
H -1.240 -0.613 -1.773 -0.89 0.69 3.26
H -1.011 -1.735 -0.435 -0.33 0.99 0.38
H -2.598 -0.803 -0.132 3.30 0.66 -1.68
H -2.033 0.840 2.087 1.36 -0.13 -1.58
H 1.381 -1.556 -0.977 -0.54 0.74 -1.01
H 1.223 -1.615 0.678 0.68 1.26 -1.56
H 0.757 1.957 -0.590 0.39 0.97 -1.03
N 0.902 0.212 0.035 -2.39 0.51 -0.79
N 1.441 -0.982 -0.156 0.78 -5.14 4.19
S 2.686 1.021 -1.837 -0.94 0.01 0.45
Cl 0.169 1.745 2.590 -1.27 -0.96 -1.21

6.
21
Properties=species:S:1:pos:R:3:forces:R:3 method="wB97M-V/def2-TZVPD" total_charge=-1 orbital_gap_ev=5.77 lumo_energy_ha=0.0111 multiplicity=1
O 2.834 -1.885 1.534 -2.48 6.25 -2.97
C 2.749 -0.768 0.766 7.92 -5.80 -2.34
O 3.899 -0.512 -0.126 -7.38 0.25 4.84
N 1.497 0.128 0.799 -2.60 -0.74 0.67
C 0.243 -0.328 1.120 -1.30 -2.56 0.41
N -0.763 0.086 2.172 -0.47 0.47 -1.71
C -2.060 0.151 1.337 -1.53 2.34 -0.69
C -1.744 -0.616 -0.111 2.12 2.08 1.77
N -0.524 -1.423 0.378 0.74 0.08 -0.57
H 1.629 1.137 0.503 -0.07 -1.11 0.93
H -0.962 -0.644 2.920 1.48 0.92 -1.37
H -2.174 1.320 1.125 -0.02 -2.57 0.32
H -3.064 -0.143 1.900 2.47 0.19 -0.88
H -2.614 -1.203 -0.630 2.09 1.03 1.14
H -1.191 0.226 -0.741 -2.00 -1.91 0.50
H -0.936 -2.137 1.017 1.04 0.86 -0.13
O -0.703 0.903 -2.426 -0.28 0.15 0.08
Cl 0.636 1.322 -2.792 1.21 -0.40 -1.32
O 0.566 2.237 -3.915 -0.14 -0.21 0.56
O 1.422 0.161 -3.163 -0.58 0.60 0.32
O 1.260 1.987 -1.665 -0.21 0.09 0.44

Calculated total energy, -78199.676, -19761.520, -19760.183, -19758.172, -30595.555, -33526.828 eV (same order as the records).
Calculated max |F|, 5.2, 3.6, 5.3, 5.4, 6.7, 10.1 eV/Å (same order as the records).